1.
{"formula": "C31H47ClO2P2Ti", "method": "wB97M-V/def2-TZVPD", "symbols": ["Ti", "C", "C", "C", "C", "C", "C", "H", "H", "H", "C", "H", "H", "H", "C", "H", "H", "H", "C", "H", "H", "H", "C", "H", "H", "H", "C", "C", "C", "C", "C", "C", "C", "C", "H", "H", "H", "H", "H", "H", "H", "H", "H", "H", "H", "H", "P", "P", "C", "C", "H", "H", "H", "H", "C", "H", "H", "H", "C", "H", "H", "H", "C", "H", "H", "H", "C", "H", "H", "H", "Cl", "C", "C", "C", "C", "C", "C", "C", "O", "O", "H", "H", "H", "H"], "xyz": [[-0.076, 1.402, -0.969], [0.663, 1.030, 1.001], [1.708, 1.477, 0.132], [0.019, 3.125, 0.110], [-0.414, 1.999, 0.954], [1.321, 2.781, -0.419], [0.671, -0.248, 1.733], [1.513, -0.898, 1.471], [-0.265, -0.799, 1.506], [0.670, -0.130, 2.827], [-1.661, 1.807, 1.735], [-2.016, 0.761, 1.719], [-2.431, 2.489, 1.362], [-1.485, 2.072, 2.790], [-0.857, 4.300, -0.182], [-1.114, 4.804, 0.775], [-1.817, 4.059, -0.703], [-0.366, 5.075, -0.813], [2.213, 3.609, -1.299], [2.877, 4.267, -0.699], [1.600, 4.247, -1.947], [2.823, 3.001, -1.984], [2.987, 0.752, -0.090], [3.750, 0.901, 0.699], [3.434, 1.080, -1.028], [2.834, -0.329, -0.133], [-1.136, -3.100, -1.363], [0.044, -3.597, -0.976], [1.451, -3.253, -1.439], [1.527, -2.955, -2.995], [1.517, -1.516, -3.367], [0.486, -0.649, -3.146], [-0.949, -0.864, -2.621], [-1.436, -2.341, -2.636], [2.111, -4.112, -1.208], [0.715, -3.544, -3.474], [1.903, -2.410, -0.898], [-0.986, -2.839, -3.502], [-1.982, -3.179, -0.662], [0.046, -4.352, -0.169], [-2.516, -2.392, -2.843], [-1.083, -0.496, -1.535], [0.654, 0.393, -3.537], [-1.621, -0.251, -3.279], [2.419, -3.445, -3.400], [2.486, -1.111, -3.728], [-0.677, -1.646, -5.621], [-0.616, 1.595, -5.457], [-0.491, -0.705, -7.223], [-1.086, 0.693, -7.066], [-1.007, -1.255, -8.023], [0.585, -0.650, -7.454], [-0.781, 1.319, -7.918], [-2.171, 0.600, -7.023], [-1.407, 3.154, -6.055], [-1.023, 4.010, -5.485], [-2.489, 3.091, -5.872], [-1.208, 3.312, -7.123], [1.106, 1.920, -6.043], [1.124, 2.128, -7.122], [1.716, 1.037, -5.828], [1.530, 2.768, -5.495], [-2.436, -2.160, -5.860], [-2.737, -2.785, -5.010], [-2.525, -2.727, -6.801], [-3.085, -1.272, -5.876], [0.134, -3.206, -6.177], [1.109, -2.946, -6.602], [-0.502, -3.728, -6.910], [0.295, -3.874, -5.322], [-2.167, -3.038, 8.219], [-2.251, -2.932, 6.509], [-2.750, -4.029, 5.771], [-2.737, -3.968, 4.361], [-2.245, -2.837, 3.678], [-1.824, -1.735, 4.445], [-1.825, -1.773, 5.852], [-2.124, -2.867, 2.149], [-2.443, -3.974, 1.660], [-1.742, -1.791, 1.578], [-3.118, -4.918, 6.283], [-3.109, -4.824, 3.790], [-1.484, -0.840, 3.933], [-1.480, -0.928, 6.455]], "lowdin_charge": [1.244, -0.234, -0.254, -0.274, -0.273, -0.276, 0.016, 0.096, 0.057, 0.123, 0.020, 0.096, 0.092, 0.124, -0.005, 0.118, 0.108, 0.100, 0.005, 0.122, 0.086, 0.090, 0.009, 0.125, 0.084, 0.074, -0.086, -0.087, -0.145, -0.189, -0.115, -0.273, -0.237, -0.201, 0.115, 0.085, 0.088, 0.047, 0.096, 0.118, 0.115, 0.092, 0.017, 0.076, 0.114, 0.124, 0.888, 0.851, -0.417, -0.433, 0.087, 0.076, 0.079, 0.066, -0.318, 0.030, 0.040, 0.044, -0.296, 0.053, 0.027, 0.032, -0.258, 0.030, 0.049, 0.042, -0.253, 0.047, 0.052, 0.022, 0.670, -0.701, -0.088, -0.012, -0.129, -0.038, -0.113, -0.612, -0.020, -0.123, 0.102, 0.116, 0.082, 0.098], "multiplicity": 2, "s2": 0.76, "relative_energy_kj_mol": 306.00, "e_lumo_ev": [-5.442, -5.291], "homo_lumo_gap_ev": [4.25, 4.40], "total_energy_ha": -3351.82827, "charge": 1}



2.
{"formula": "C31H47N3O15", "method": "wB97M-V/def2-TZVPD", "symbols": ["C", "C", "C", "C", "C", "N", "C", "C", "C", "O", "C", "C", "O", "C", "O", "C", "N", "C", "C", "C", "N", "H", "H", "H", "H", "H", "H", "H", "H", "H", "H", "H", "H", "H", "H", "H", "H", "H", "H", "H", "H", "H", "H", "H", "C", "C", "C", "O", "C", "O", "O", "H", "H", "H", "H", "H", "H", "C", "C", "C", "O", "C", "O", "O", "H", "H", "H", "H", "H", "H", "C", "C", "C", "O", "C", "O", "O", "H", "H", "H", "H", "H", "H", "C", "C", "C", "O", "C", "O", "O", "H", "H", "H", "H", "H", "H"], "xyz": [[-0.661, -3.661, 0.041], [-1.612, -2.536, 0.267], [-1.592, -1.286, -0.834], [-2.703, -0.123, -0.563], [-4.097, -0.883, -0.034], [-5.206, -1.432, 0.381], [-3.155, 0.762, -1.862], [-2.333, 0.490, -3.247], [-0.815, 1.170, -3.285], [0.271, 0.210, -3.037], [1.578, 0.864, -2.873], [2.943, -0.093, -2.996], [1.803, 2.155, -2.621], [-2.322, 0.952, 0.630], [-3.419, 1.942, 0.896], [-0.923, 1.733, 0.150], [0.057, 2.594, -0.017], [-1.983, 0.281, 2.084], [-2.107, 1.290, 3.370], [-0.866, 2.392, 3.484], [-0.540, 2.754, 4.935], [0.313, -3.442, -0.615], [-0.736, -4.738, 0.499], [-2.279, -2.573, 1.226], [-1.699, -1.840, -1.886], [-0.478, -0.859, -0.779], [-4.302, 0.533, -2.101], [-3.122, 1.942, -1.686], [-2.327, -0.650, -3.599], [-2.935, 1.057, -4.108], [-0.804, 2.124, -2.609], [-0.654, 1.562, -4.401], [3.109, -0.349, -4.126], [3.857, 0.480, -2.520], [2.747, -1.073, -2.354], [-4.142, 1.518, 1.445], [-0.865, -0.137, 2.070], [-2.651, -0.673, 2.345], [-3.139, 1.829, 3.487], [-1.990, 0.605, 4.341], [-1.232, 3.350, 2.919], [0.115, 2.000, 2.952], [-1.031, 3.663, 5.158], [0.485, 3.002, 4.914], [2.557, 4.258, -0.524], [2.558, 5.642, 0.091], [2.756, 6.742, -0.908], [3.338, 7.767, -0.123], [3.995, 7.141, 0.900], [4.771, 7.694, 1.661], [3.671, 5.814, 0.953], [2.408, 3.500, 0.253], [1.762, 4.155, -1.268], [3.518, 4.034, -0.997], [1.646, 5.795, 0.681], [1.812, 7.080, -1.346], [3.452, 6.483, -1.713], [6.874, -0.048, -0.469], [6.679, -1.520, -0.171], [6.688, -2.385, -1.395], [5.901, -3.492, -0.993], [5.041, -3.024, -0.038], [4.088, -3.649, 0.396], [5.388, -1.765, 0.362], [6.859, 0.530, 0.461], [7.827, 0.133, -0.976], [6.061, 0.342, -1.090], [7.420, -1.858, 0.564], [7.697, -2.708, -1.670], [6.214, -1.919, -2.266], [4.372, -7.460, 2.934], [3.332, -6.388, 3.193], [2.595, -6.568, 4.486], [1.359, -5.928, 4.225], [1.158, -6.017, 2.875], [0.109, -5.747, 2.315], [2.286, -6.453, 2.238], [4.875, -7.274, 1.980], [5.125, -7.482, 3.727], [3.909, -8.449, 2.855], [3.791, -5.394, 3.128], [3.107, -6.091, 5.327], [2.398, -7.617, 4.736], [-8.359, 0.869, -0.645], [-8.037, 1.489, -1.990], [-9.211, 1.547, -2.920], [-8.592, 1.532, -4.194], [-7.402, 0.875, -4.035], [-6.692, 0.504, -4.955], [-7.118, 0.686, -2.712], [-7.466, 0.856, -0.012], [-9.145, 1.428, -0.128], [-8.678, -0.173, -0.755], [-7.586, 2.479, -1.850], [-9.801, 2.457, -2.788], [-9.873, 0.677, -2.845]], "lowdin_charge": [-0.010, -0.147, -0.137, -0.291, -0.089, 0.102, -0.140, -0.151, -0.180, -0.111, -0.279, -0.009, -0.051, -0.338, -0.070, 0.002, 0.165, -0.145, -0.180, -0.279, -0.064, 0.080, 0.054, 0.092, 0.135, 0.130, 0.127, 0.140, 0.129, 0.131, 0.114, 0.144, 0.095, 0.085, 0.095, 0.118, 0.142, 0.125, 0.109, 0.125, 0.110, 0.116, 0.071, 0.067, -0.064, -0.350, -0.118, 0.059, -0.508, 0.128, 0.084, 0.064, 0.057, 0.090, 0.161, 0.143, 0.142, -0.015, -0.353, -0.117, 0.064, -0.507, 0.130, 0.085, 0.092, 0.094, 0.077, 0.162, 0.144, 0.140, -0.021, -0.354, -0.118, 0.067, -0.488, 0.114, 0.091, 0.088, 0.090, 0.092, 0.160, 0.143, 0.142, -0.021, -0.355, -0.118, 0.065, -0.505, 0.131, 0.071, 0.074, 0.091, 0.095, 0.162, 0.143, 0.144], "multiplicity": 1, "e_lumo_ev": 0.311, "homo_lumo_gap_ev": 9.03, "total_energy_ha": -2501.93697}